Record 1
55
Properties=species:S:1:pos:R:3:forces:R:3:lowdin_charge:R:1 method="wB97M-V/def2-TZVPD" homo_lumo_gap_ev=9.33 mol_weight_g_mol=394.0 homo_ev=-9.1 total_charge=0
C -3.2038 1.9714 -2.8778 0.1 0.1 -0.2 0.005
C -3.7176 0.8621 -3.7772 0.1 -0.2 -0.1 -0.505
O -4.6934 1.0332 -4.4649 -0.2 -0.1 0.2 0.072
N -3.0851 -0.4019 -3.7571 0.2 0.4 0.6 0.037
C -1.6878 -0.5323 -3.3585 0.0 0.0 0.0 -0.219
C -1.4696 -1.0232 -1.9230 0.0 0.0 0.1 -0.208
C -0.1807 -1.8279 -1.7557 0.1 0.0 -0.1 -0.260
C 1.0820 -0.9482 -1.8055 0.0 -0.2 0.0 -0.282
Si 1.2775 0.2663 -0.4050 0.0 -0.2 -0.1 0.346
O 2.2482 -0.4150 0.7437 0.0 0.2 0.0 -0.516
Si 2.8442 0.2597 2.1325 0.0 -0.1 0.1 0.513
P 2.3758 2.1150 -1.2247 -0.1 0.0 -0.1 0.422
O 1.6568 2.0185 -2.7137 0.0 0.0 0.0 -0.466
Cl 1.1537 3.5543 -0.3269 -0.1 0.1 0.2 0.104
H -3.9617 2.1082 -2.1027 0.1 0.0 0.0 0.093
H -2.2491 1.7758 -2.3956 -0.1 0.0 0.0 0.053
H -3.1433 2.9034 -3.4389 0.0 0.0 0.0 0.089
H -3.6801 -1.1005 -3.3299 -0.1 -0.1 -0.5 0.128
H -1.1987 -1.2257 -4.0527 -0.1 0.0 0.0 0.118
H -1.2107 0.4369 -3.5184 0.1 -0.1 0.0 0.110
H -1.4628 -0.1681 -1.2391 -0.1 -0.1 0.0 0.072
H -2.3262 -1.6358 -1.6209 0.1 -0.1 -0.1 0.113
H -0.2080 -2.4108 -0.8297 0.0 0.1 0.0 0.106
H -0.1266 -2.5575 -2.5716 0.0 0.0 0.1 0.107
H 1.1261 -0.4181 -2.7611 0.0 0.0 0.1 0.062
H 1.9804 -1.5761 -1.7606 0.0 0.0 0.0 0.083
H -0.0030 0.6614 0.2272 0.1 0.1 0.0 0.001
H 4.2908 0.0041 2.2286 0.0 0.0 0.0 -0.057
H 2.5942 1.7201 2.0799 0.0 0.0 0.0 -0.063
H 2.1554 -0.3355 3.2924 0.0 0.0 0.0 -0.058
H 1.9175 2.7601 -3.2735 0.1 -0.1 0.0 0.042
C 3.0513 -3.9243 1.2970 0.0 0.1 0.0 -0.060
C 4.0091 -4.4432 2.3556 0.0 0.0 0.0 -0.504
C 3.8494 -5.9347 2.5973 0.0 0.0 0.0 -0.063
O 3.8604 -3.7090 3.5710 0.0 0.0 0.0 -0.059
H 2.0159 -4.0817 1.6148 0.0 0.0 0.0 0.085
H 3.2006 -2.8558 1.1469 0.0 0.0 0.0 0.054
H 3.1942 -4.4351 0.3434 0.0 0.0 0.0 0.082
H 5.0356 -4.2366 2.0443 0.0 0.0 0.0 0.138
H 2.8367 -6.1522 2.9497 0.0 0.0 0.0 0.081
H 4.5551 -6.2775 3.3533 0.0 0.0 0.0 0.079
H 4.0158 -6.5022 1.6806 0.0 0.0 0.0 0.079
H 2.9652 -3.8544 3.8984 0.0 0.0 0.0 0.086
C -2.6409 5.1493 2.6952 0.0 0.0 0.0 -0.061
C -3.0754 4.1262 1.6587 0.0 -0.1 0.0 -0.505
C -2.5704 2.7304 1.9904 0.0 0.0 0.0 -0.062
O -2.6574 4.5146 0.3519 0.1 0.0 0.0 -0.062
H -1.5487 5.2017 2.7350 0.0 0.0 0.0 0.081
H -3.0214 6.1376 2.4389 0.0 0.0 0.0 0.079
H -3.0020 4.8821 3.6893 0.0 0.0 0.0 0.079
H -4.1662 4.1122 1.6002 0.0 0.0 0.0 0.137
H -1.4761 2.7223 2.0074 0.0 0.0 0.0 0.070
H -2.9043 2.0158 1.2376 0.0 0.0 0.0 0.073
H -2.9276 2.4020 2.9677 0.0 0.0 0.0 0.079
H -1.6930 4.5389 0.3558 0.0 0.0 -0.1 0.053

Record 2
57
Properties=species:S:1:pos:R:3:forces:R:3:lowdin_spin:R:1 method="wB97M-V/def2-TZVPD" s2=0.762 homo_lumo_gap_ev="8.95 / 6.43" mol_weight_g_mol=496.4 homo_ev="-9.3 / -9.3" multiplicity=2 total_charge=0
Cs -12.9379 -5.0460 0.1962 0.1 0.0 0.4 -0.002
S -15.2658 -3.3981 -2.0515 -0.9 0.9 1.1 -0.045
O -14.7572 -2.3129 -1.2364 -0.2 0.3 0.4 0.178
O -16.4800 -4.0432 -1.4655 1.1 0.4 -0.8 0.333
O -15.7740 -2.7963 -3.3210 -0.2 -0.4 -0.2 0.551
O -14.1787 -4.3427 -2.2554 0.5 -0.2 -1.0 -0.013
C -12.7131 -8.8057 0.7471 0.9 -0.9 -1.2 0.000
C -14.0102 -9.3509 1.3654 0.7 1.1 -1.0 0.000
C -13.9520 -9.3480 2.8797 0.8 -0.3 -1.2 0.000
O -12.9081 -10.1585 3.3752 -0.7 1.2 1.1 0.000
C -12.8400 -11.4822 2.9986 0.7 -0.4 0.1 0.000
N -15.1424 -8.5756 0.9124 -0.9 0.7 0.1 0.000
H -12.8506 -8.7915 -0.3341 -0.3 0.4 -0.2 0.000
H -11.8175 -9.4257 0.7864 -0.1 -0.5 0.7 0.000
H -12.2924 -7.8342 1.0068 -0.7 0.2 0.5 0.000
H -14.2595 -10.2781 0.8495 0.6 -0.8 0.8 0.000
H -14.9752 -9.5441 3.2002 0.1 -0.3 0.8 0.000
H -13.5664 -8.3670 3.1570 -0.8 0.3 0.2 0.000
H -13.7951 -12.0074 2.9909 -0.1 0.0 -0.2 0.000
H -12.2044 -11.9284 3.7635 0.0 -0.4 -0.1 0.000
H -12.3047 -11.5122 2.0495 -0.2 -0.6 -0.3 0.000
H -15.1555 -8.5805 -0.0975 -0.1 -0.2 -0.2 0.000
H -15.0295 -7.5880 1.0916 0.1 0.3 0.4 0.000
C -10.8125 -7.4249 -4.1737 0.2 -0.7 0.9 0.000
C -11.0229 -7.3062 -2.6130 -0.8 1.8 -2.3 0.000
C -9.6795 -7.2963 -1.9445 0.1 -0.2 2.1 0.000
O -9.8456 -7.2046 -0.4835 0.0 -0.1 -0.5 0.000
C -8.6128 -7.0336 0.2696 -1.3 1.2 -2.0 0.000
N -11.7603 -6.0202 -2.3962 0.5 -0.1 1.0 0.000
H -10.1662 -6.6428 -4.5722 0.0 0.2 0.3 0.000
H -11.7641 -7.3525 -4.7002 0.0 -0.2 0.1 0.000
H -10.3168 -8.3652 -4.4150 -0.1 -0.2 -0.2 0.000
H -11.6045 -8.1552 -2.2542 -0.2 0.2 0.1 0.000
H -9.0232 -6.4987 -2.2927 -0.1 0.3 -0.1 0.000
H -9.2004 -8.2482 -2.1735 0.2 -0.1 0.0 0.000
H -8.8671 -6.7929 1.3018 0.0 -1.1 0.1 0.000
H -8.2215 -6.0760 -0.0738 0.7 0.0 -0.2 0.000
H -7.9328 -7.8382 -0.0103 0.2 -0.1 0.8 0.000
H -11.3571 -5.2438 -2.9010 0.6 -0.1 -0.1 0.000
H -12.7371 -5.9316 -2.6375 -0.1 -0.9 -0.2 0.000
C -15.6889 -8.9241 -2.6544 1.0 0.2 0.2 0.000
C -15.2521 -7.4687 -2.9580 -1.7 -2.4 -0.7 0.000
C -16.3358 -6.7606 -3.7865 1.2 0.4 -0.3 -0.001
O -16.7500 -7.5505 -4.8833 0.1 -0.3 0.5 0.000
C -17.4484 -6.8692 -5.9160 0.5 -0.7 0.4 0.000
N -14.9303 -6.8026 -1.7084 0.0 0.2 -0.5 0.000
H -14.8208 -9.3515 -2.1526 0.0 -0.3 0.3 0.000
H -15.8438 -9.5456 -3.5364 -0.3 0.3 0.0 0.000
H -16.5274 -8.9800 -1.9603 -0.2 0.1 -0.2 0.000
H -14.4060 -7.5827 -3.6357 0.5 0.3 0.3 0.000
H -15.7933 -5.9018 -4.1818 -0.5 0.7 0.0 0.000
H -17.1298 -6.4492 -3.1078 -0.5 0.1 -0.2 0.000
H -18.2645 -6.2858 -5.4898 -0.1 0.1 -0.3 0.000
H -17.7836 -7.6771 -6.5665 -0.4 0.2 0.0 0.000
H -16.7736 -6.2626 -6.5199 0.1 0.4 0.2 0.000
H -14.6262 -5.8882 -2.0107 0.7 0.2 -0.1 0.000
H -15.7979 -6.4479 -1.3322 -0.8 -0.5 0.5 0.000

Record 3
52
Properties=species:S:1:pos:R:3:forces:R:3:lowdin_charge:R:1 method="wB97M-V/def2-TZVPD" homo_lumo_gap_ev=9.93 mol_weight_g_mol=352.9 homo_ev=-12.5 relative_energy_ev=0.245 total_charge=+1
Rb -1.2670 0.1120 1.0223 0.2 -0.3 0.7 0.939
C -1.7109 0.5386 -4.2145 -0.5 -0.1 0.2 -0.035
C -0.9966 0.0705 -2.9528 -0.6 0.2 0.6 -0.397
C 0.2464 0.8866 -2.7067 0.3 -0.2 -0.1 -0.233
O 1.1465 0.6428 -3.7595 -0.1 0.1 0.0 -0.169
C 2.3541 1.3487 -3.6013 0.3 0.0 0.3 -0.092
N -1.8796 0.1780 -1.7251 -0.1 -0.1 -1.4 -0.076
H -1.0149 0.9682 -4.9280 0.0 -0.2 -0.2 0.085
H -2.4533 1.3080 -3.9742 0.2 0.1 0.1 0.083
H -2.2831 -0.2798 -4.6536 0.2 0.0 -0.2 0.086
H -0.7324 -0.9832 -3.0287 0.2 0.0 -0.1 0.140
H 0.7151 0.5911 -1.7575 -0.1 0.1 0.0 0.110
H -0.0212 1.9532 -2.6672 0.1 0.0 0.1 0.130
H 2.8579 1.0696 -2.6618 -0.1 0.0 -0.1 0.087
H 2.1958 2.4336 -3.5898 -0.1 0.0 -0.1 0.093
H 3.0097 1.0855 -4.4256 0.0 0.0 -0.1 0.095
H -2.4101 1.0391 -1.8734 0.1 0.0 0.2 0.067
H -2.5960 -0.5315 -1.8841 0.0 0.0 0.2 0.076
C -2.5594 -3.9859 4.4078 0.5 -0.1 -0.2 -0.047
C -1.7276 -3.1536 3.4228 -0.1 0.1 0.0 -0.421
C -2.0404 -3.5844 2.0065 -0.3 -0.2 -0.2 -0.224
O -1.2726 -2.8392 1.0811 0.1 0.2 0.0 -0.296
C -1.1934 -3.4686 -0.1825 0.0 -0.2 0.1 -0.095
N -1.9588 -1.6987 3.5272 -0.5 0.2 0.1 -0.006
H -2.1650 -5.0009 4.4872 -0.1 0.0 -0.1 0.085
H -3.5914 -4.0530 4.0620 -0.1 0.1 0.2 0.083
H -2.5027 -3.5529 5.4049 -0.2 0.1 0.0 0.081
H -0.6599 -3.3239 3.5760 0.0 0.0 0.1 0.147
H -3.1153 -3.4557 1.7860 0.1 0.1 0.1 0.139
H -1.8522 -4.6574 1.8744 0.2 0.1 0.1 0.137
H -0.6462 -4.4147 -0.1112 0.0 0.0 0.0 0.101
H -0.6500 -2.8041 -0.8512 -0.1 0.0 -0.1 0.081
H -2.1944 -3.6818 -0.5753 0.1 0.1 -0.1 0.099
H -1.7054 -1.3598 4.4516 0.3 -0.2 0.0 0.081
H -2.9678 -1.5414 3.5089 0.0 -0.1 -0.1 0.080
C 0.2747 3.3270 -0.0570 -0.2 0.2 -0.3 -0.060
C 1.2240 2.3488 0.6136 -0.9 0.1 0.2 -0.479
C 2.6501 2.7945 0.4873 0.3 -0.1 0.1 -0.213
O 3.4770 1.7847 1.0123 -0.1 -0.1 0.0 -0.183
C 4.8428 1.9765 0.7045 0.1 -0.1 -0.2 -0.092
N 0.7576 2.1457 1.9944 0.2 0.3 0.5 -0.013
H -0.7180 2.8795 -0.1582 0.0 0.1 0.0 0.059
H 0.5966 3.6171 -1.0583 0.1 -0.2 0.0 0.081
H 0.1612 4.2618 0.4979 0.1 -0.1 0.2 0.093
H 1.0690 1.3805 0.1289 0.6 0.0 -0.3 0.077
H 2.7855 3.7238 1.0608 0.0 0.1 -0.2 0.146
H 2.8806 2.9900 -0.5683 0.1 0.0 0.0 0.128
H 5.3916 1.1543 1.1567 0.0 0.1 0.1 0.093
H 5.2148 2.9338 1.0809 0.0 0.0 0.1 0.094
H 5.0059 1.9471 -0.3802 0.0 0.0 0.0 0.089
H 0.5093 3.0474 2.3966 -0.1 0.0 -0.1 0.081
H 1.5192 1.8329 2.5935 0.0 -0.3 -0.3 0.084

Record 4
57
Properties=species:S:1:pos:R:3:forces:R:3:lowdin_charge:R:1 method="wB97M-V/def2-TZVPD" homo_lumo_gap_ev=7.62 mol_weight_g_mol=428.9 homo_ev=-7.5 total_charge=0
Zn -18.4580 9.1159 -25.7633 -1.0 0.4 -0.9 0.537
S -18.9385 9.9786 -23.3702 -2.3 1.0 1.1 0.259
O -20.0390 9.3324 -22.6608 0.3 -0.7 -0.1 -0.369
O -19.4651 10.3876 -24.7287 -1.1 1.7 -0.8 -0.444
O -18.4379 11.1250 -22.6508 0.9 0.0 -0.1 -0.342
O -17.9049 9.0137 -23.8349 1.9 -1.4 1.1 -0.415
C -19.8130 11.8500 -27.6593 1.2 0.6 0.6 -0.040
C -19.1248 10.8248 -28.5396 -1.1 0.2 -0.2 -0.385
C -17.7799 11.2459 -29.0539 0.6 -0.3 -1.0 -0.197
O -17.4250 10.3353 -30.1114 0.4 0.3 0.6 -0.192
C -16.1958 10.7279 -30.7029 0.0 -0.3 0.3 -0.107
N -19.1424 9.5087 -27.8330 -0.4 -0.1 -1.5 0.071
H -20.1278 12.7492 -28.1897 -0.1 -0.2 -0.2 0.085
H -19.0553 12.1753 -26.9362 -0.4 0.1 0.3 0.083
H -20.6394 11.4419 -27.0850 -0.1 -0.1 -0.1 0.081
H -19.7313 10.7468 -29.4552 0.1 -0.3 0.0 0.146
H -16.9393 11.2551 -28.3620 -0.2 -0.1 0.5 0.088
H -17.7805 12.2606 -29.4692 -0.5 0.1 0.0 0.138
H -15.4906 11.1650 -29.9851 -0.2 0.1 0.2 0.081
H -16.3939 11.4696 -31.4762 0.2 -0.1 -0.3 0.092
H -15.6944 9.8263 -31.0493 -0.2 0.1 -0.5 0.089
H -18.9580 8.8340 -28.5841 0.7 -0.1 0.4 0.107
H -20.1469 9.3288 -27.7702 -0.1 0.1 0.5 0.053
C -14.2959 9.9280 -26.6172 -0.3 0.1 -0.5 -0.037
C -15.7377 9.4172 -26.7856 0.5 -0.6 -0.3 -0.390
C -15.8394 7.9396 -26.3814 -0.5 1.5 1.9 -0.141
O -17.2261 7.5947 -26.1975 1.8 -1.8 -1.6 -0.266
C -17.3411 6.1715 -26.0130 -0.9 0.6 0.9 -0.034
N -16.7004 10.2569 -26.0451 1.6 0.6 -0.2 0.056
H -14.1940 10.8456 -27.2031 0.1 0.0 0.1 0.077
H -13.5397 9.2375 -26.9935 -0.1 -0.1 0.0 0.083
H -14.0661 10.1774 -25.5814 -0.1 -0.2 0.1 0.089
H -16.0238 9.4457 -27.8404 0.0 0.3 0.0 0.122
H -15.4147 7.9132 -25.3665 0.4 -0.5 -0.2 0.147
H -15.3382 7.2637 -27.0684 0.0 0.0 -0.1 0.133
H -16.6210 5.5900 -26.5821 0.0 0.2 -0.3 0.094
H -18.3680 5.9397 -26.2833 0.1 -0.3 -0.1 0.068
H -17.2159 5.9515 -24.9496 0.1 0.0 0.0 0.111
H -16.5297 11.1882 -26.4258 -0.8 0.0 -0.1 0.100
H -16.3609 10.4145 -25.0900 -0.3 -0.6 0.1 0.114
C -21.3012 5.6195 -25.9975 -0.5 -1.1 -1.8 -0.072
C -20.9114 6.9523 -26.6421 -0.6 0.2 1.7 -0.365
C -22.2328 7.6118 -27.1132 1.3 0.4 -0.3 -0.172
O -21.9624 8.5614 -28.1340 0.5 -0.1 -0.5 -0.226
C -23.1231 9.1848 -28.6350 -0.1 -0.1 -0.8 -0.094
N -20.2194 7.7976 -25.5954 -1.3 -1.1 0.5 0.051
H -21.6267 5.0014 -26.8540 -0.4 0.0 0.3 0.086
H -22.1493 5.6895 -25.3177 0.2 0.1 0.2 0.094
H -20.5202 4.9694 -25.6046 0.4 0.7 0.5 0.077
H -20.2671 6.7209 -27.4920 0.1 0.5 0.0 0.132
H -22.6624 8.2081 -26.3035 -0.4 -0.7 0.3 0.141
H -22.8515 6.7978 -27.4991 -0.5 0.3 0.1 0.127
H -23.5128 9.9283 -27.9396 -0.3 -0.2 0.2 0.097
H -23.8411 8.4221 -28.9539 -0.4 0.1 0.6 0.091
H -22.9219 9.6930 -29.5812 0.6 0.1 0.2 0.090
H -20.9486 8.3362 -25.1029 0.4 0.9 -0.8 0.100
H -20.1651 7.1777 -24.7796 1.2 -0.2 -0.2 0.098